Record 1
A 7-piece molecular cluster, C27H43NO18 overall. Source: OMol25; level of theory: ωB97M-V/def2-TZVPD.

The calculation puts the strongest force on any atom at 0.14302 hartree/bohr. Its total charge is 0. The HOMO energy is -10.47 eV. The relative energy (zero: lowest compared OMol25 entry of this formula, charge and spin) comes out at 44.2 kcal per mole. The energy is -67037.8390 eV.

Geometry (Å):
C: 1.65 -0.17 2.79
C: 0.22 -0.24 2.56
C: -0.60 -1.35 3.33
O: -1.55 -0.58 4.01
C: -1.49 0.71 3.69
O: -2.20 1.62 4.16
O: -0.42 0.93 2.92
H: 1.97 -0.15 3.89
H: 2.10 0.78 2.31
H: 2.19 -1.06 2.37
H: -0.02 -0.37 1.51
H: -0.06 -2.08 3.97
H: -1.09 -2.02 2.60
C: -4.45 -1.94 -3.46
C: -3.70 -0.87 -2.63
C: -3.47 0.44 -3.34
O: -4.00 1.36 -2.43
C: -4.61 0.85 -1.46
O: -5.27 1.39 -0.55
O: -4.39 -0.48 -1.47
H: -5.52 -1.92 -3.26
H: -4.17 -2.93 -3.10
H: -4.30 -1.95 -4.46
H: -2.71 -1.35 -2.43
H: -3.86 0.64 -4.26
H: -2.45 0.64 -3.34
C: 6.88 3.53 1.74
C: 6.06 2.28 2.13
C: 4.65 2.42 1.65
O: 4.36 1.11 1.07
C: 5.58 0.46 0.99
O: 5.69 -0.71 0.64
O: 6.59 1.16 1.38
H: 6.78 3.61 0.65
H: 7.95 3.37 2.00
H: 6.47 4.49 2.16
H: 6.14 1.87 3.15
H: 4.59 2.97 0.74
H: 3.93 2.80 2.45
C: -7.36 -0.44 3.46
C: -6.29 -0.30 2.36
C: -4.96 0.34 2.73
O: -4.02 -0.54 2.27
C: -4.49 -1.59 1.69
O: -3.87 -2.53 1.25
O: -5.82 -1.53 1.78
H: -6.96 -1.01 4.29
H: -8.23 -0.84 2.97
H: -7.53 0.56 3.81
H: -6.66 0.30 1.49
H: -4.78 0.65 3.72
H: -4.72 1.32 2.22
C: 4.25 -1.67 -1.88
C: 4.64 -0.29 -2.61
C: 5.45 -0.20 -3.94
O: 4.72 0.83 -4.57
C: 3.73 1.28 -3.86
O: 3.10 2.31 -4.06
O: 3.47 0.45 -2.97
H: 5.04 -1.94 -1.20
H: 4.05 -2.51 -2.50
H: 3.50 -1.65 -1.12
H: 5.12 0.37 -1.93
H: 5.47 -1.14 -4.40
H: 6.45 0.20 -3.83
C: 1.99 1.84 -0.60
O: 1.01 2.26 0.31
C: -0.27 2.09 0.00
O: -0.62 1.10 -0.91
O: -1.18 2.65 0.86
C: -2.55 2.20 0.80
H: 1.58 1.95 -1.57
H: 2.08 0.78 -0.55
H: 2.93 2.22 -0.42
H: -2.86 2.21 -0.20
H: -3.22 2.73 1.48
H: -2.45 1.16 1.00
C: 0.50 -1.88 -2.54
C: 0.34 -2.66 -1.21
C: -1.11 -3.10 -0.84
C: -1.59 -4.02 -1.85
N: -1.93 -4.79 -2.72
H: -0.18 -1.04 -2.55
H: 0.41 -2.61 -3.38
H: 1.54 -1.42 -2.66
H: 0.71 -1.88 -0.49
H: 1.01 -3.54 -1.22
H: -1.87 -2.32 -0.64
H: -1.03 -3.66 0.09

Record 2
C27H44BrNOP2RuS as an isolated structure. Source: OMol25; level of theory: ωB97M-V/def2-TZVPD.

The calculation puts the strongest force on any atom at 0.08891 hartree/bohr. Its spin multiplicity is 5. Its total charge is +4. The HOMO energy (spin up / spin down) is -19.65 / -19.73 eV. The relative energy (zero: lowest compared OMol25 entry of this formula, charge and spin) comes out at 74.5 kcal per mole. The energy is -134237.5575 eV.

Geometry (Å):
C: -2.48 -6.42 2.07
C: -1.10 -6.26 1.75
C: -0.30 -7.42 2.02
C: -0.77 -8.37 2.96
N: -2.00 -8.32 3.44
C: -2.86 -7.42 2.99
C: -0.53 -5.01 1.20
C: 0.22 -3.96 1.30
C: 0.74 -2.68 1.68
C: 1.30 -1.91 0.61
C: 1.81 -0.55 0.93
C: 1.98 -0.12 2.26
C: 1.43 -0.94 3.28
C: 0.65 -2.07 2.95
Ru: -0.38 -3.33 -0.40
P: -0.59 -1.95 -2.15
H: 0.69 -7.58 1.61
H: -3.25 -5.76 1.69
H: -0.12 -9.15 3.37
H: -3.87 -7.46 3.42
H: -0.01 -2.56 3.68
H: 2.05 -2.46 -0.03
H: 1.71 -0.79 4.31
H: 2.26 0.04 0.12
C: -0.14 -0.20 -1.98
C: 0.61 0.35 -3.20
H: 0.52 -0.17 -1.09
H: -1.05 0.38 -1.73
H: 0.70 1.43 -3.09
H: 1.62 -0.09 -3.22
H: 0.10 0.11 -4.14
C: 0.81 -2.76 -3.04
C: 0.44 -4.23 -3.11
H: 1.63 -2.66 -2.30
H: 1.05 -2.26 -3.99
H: 1.34 -4.78 -3.42
H: 0.06 -4.57 -2.11
H: -0.34 -4.42 -3.87
C: -2.09 -1.97 -3.21
C: -1.97 -1.46 -4.65
H: -2.86 -1.41 -2.67
H: -2.45 -3.01 -3.20
H: -2.94 -1.61 -5.14
H: -1.75 -0.38 -4.69
H: -1.21 -2.01 -5.21
Br: 2.83 1.42 2.83
P: 4.77 -2.39 -0.35
C: 4.12 -1.67 -1.85
C: 5.34 -1.51 -2.78
H: 3.65 -0.71 -1.56
H: 3.35 -2.33 -2.29
H: 5.05 -1.59 -3.82
H: 5.92 -0.58 -2.64
H: 6.04 -2.34 -2.55
C: 5.13 -0.93 0.70
C: 6.40 -1.03 1.55
H: 4.24 -0.78 1.33
H: 5.20 -0.05 0.04
H: 6.51 -0.13 2.17
H: 6.38 -1.90 2.21
H: 7.30 -1.11 0.92
C: 4.01 -3.59 0.73
C: 5.18 -4.42 1.28
H: 3.35 -4.23 0.12
H: 3.42 -3.06 1.50
H: 4.85 -5.13 2.04
H: 5.63 -4.96 0.44
H: 5.95 -3.79 1.72
C: -3.78 -1.46 -0.29
S: -2.26 -1.79 0.66
C: -1.89 -0.06 1.00
O: -2.72 -2.40 1.93
H: -3.66 -0.53 -0.86
H: -4.62 -1.33 0.41
H: -3.92 -2.31 -0.97
H: -2.26 0.23 1.98
H: -0.81 0.09 1.01
H: -2.38 0.61 0.28

Record 3
C27H44BrNOP2SSr as an isolated structure. Source: OMol25; level of theory: ωB97M-V/def2-TZVPD.

The calculation puts the strongest force on any atom at 0.06790 hartree/bohr. Its total charge is +2. The HOMO energy is -12.47 eV. The relative energy (zero: lowest compared OMol25 entry of this formula, charge and spin) comes out at 57.0 kcal per mole. The energy is -132525.5031 eV.

Geometry (Å):
C: -2.20 5.71 -1.43
C: -2.15 4.49 -2.16
C: -2.83 4.46 -3.40
C: -3.38 5.65 -3.90
N: -3.33 6.80 -3.23
C: -2.77 6.85 -2.03
C: -1.41 3.34 -1.63
C: -0.56 2.50 -1.26
C: 0.43 1.55 -0.82
C: 1.21 1.73 0.37
C: 1.86 0.68 0.94
C: 1.80 -0.67 0.41
C: 1.32 -0.71 -0.97
C: 0.67 0.35 -1.54
Sr: -2.55 1.91 -0.05
P: 3.24 -1.83 0.83
H: -2.93 3.54 -4.00
H: -1.77 5.81 -0.43
H: -3.85 5.67 -4.88
H: -2.73 7.80 -1.52
H: 0.28 0.26 -2.56
H: 1.24 2.72 0.82
H: 1.38 -1.65 -1.52
H: 2.40 0.83 1.89
C: 3.19 -2.96 2.28
C: 3.41 -4.43 1.97
H: 2.23 -2.82 2.79
H: 3.97 -2.61 2.96
H: 3.01 -5.02 2.80
H: 2.91 -4.75 1.06
H: 4.48 -4.68 1.91
C: 3.55 -2.82 -0.64
C: 4.26 -2.12 -1.79
H: 2.57 -3.20 -0.97
H: 4.13 -3.71 -0.33
H: 4.41 -2.85 -2.59
H: 3.65 -1.30 -2.21
H: 5.24 -1.72 -1.49
C: 4.68 -0.80 1.17
C: 5.91 -1.66 1.48
H: 4.41 -0.14 2.01
H: 4.82 -0.17 0.28
H: 6.75 -1.00 1.74
H: 5.75 -2.33 2.33
H: 6.21 -2.27 0.61
Br: 0.33 -1.81 1.63
P: -3.12 -1.65 -1.19
C: -1.45 -2.40 -1.39
C: -1.43 -3.92 -1.30
H: -0.83 -1.97 -0.58
H: -1.04 -2.06 -2.35
H: -0.40 -4.28 -1.40
H: -1.80 -4.28 -0.33
H: -2.03 -4.36 -2.10
C: -3.32 -1.69 0.64
C: -4.54 -2.58 0.95
H: -3.45 -0.68 1.07
H: -2.40 -2.12 1.07
H: -4.63 -2.76 2.02
H: -5.46 -2.09 0.60
H: -4.47 -3.55 0.45
C: -2.86 -0.03 -1.94
C: -2.87 -0.08 -3.48
H: -1.87 0.36 -1.60
H: -3.73 0.59 -1.61
H: -2.88 0.95 -3.85
H: -1.97 -0.59 -3.87
H: -3.75 -0.61 -3.87
C: -2.32 3.41 4.56
S: -1.20 3.36 3.14
C: -0.11 2.02 3.64
O: -2.10 2.71 2.06
H: -1.71 3.35 5.47
H: -3.05 2.59 4.51
H: -2.81 4.39 4.52
H: -0.31 1.11 3.06
H: 0.91 2.37 3.45
H: -0.23 1.85 4.72